This record from the OMol25 dataset describes a molecular structure, C52H54FN5O7PS2Y. The level of theory is wB97M-V/def2-TZVPD.

The geometry in ORCA input format:
```
! wB97M-V def2-TZVPD RIJCOSX def2/J DEFGRID3
* xyz 4 1
Y -0.8440 2.3410 -0.2383
C -4.9685 0.2030 5.6143
C -4.8382 -0.8152 4.4857
N -3.6881 -0.5042 3.6135
C -3.9139 0.2696 2.5419
C -2.9148 0.7437 1.7416
C -3.0853 1.5922 0.5050
O -3.2057 1.0718 -0.5950
O -2.8289 2.8503 0.6390
C -1.5551 0.4391 2.0183
O -0.5930 0.8903 1.2866
C -1.3206 -0.3954 3.1584
C -0.0120 -0.7581 3.5195
C 0.2186 -1.5366 4.6096
F 1.4829 -1.8947 4.8735
C -0.8290 -2.0200 5.4365
C -2.1196 -1.6507 5.0748
C -2.3955 -0.8588 3.9522
N -0.6043 -2.8103 6.5556
C -1.4058 -4.0012 6.8063
C -1.6695 -4.1853 8.2959
N -0.3586 -4.2542 9.0158
C 0.4528 -3.0244 8.7455
C 0.6799 -2.8694 7.2455
H -5.8307 -0.0373 6.2340
H -5.1118 1.2045 5.2080
H -4.0781 0.2109 6.2437
H -5.7331 -0.8082 3.8676
H -4.7344 -1.8241 4.8749
H -4.9489 0.5091 2.3351
H 0.8187 -0.4309 2.9093
H -2.9287 -1.9647 5.7159
H -0.8775 -4.8878 6.4244
H -2.3566 -3.9488 6.2852
H -2.2298 -5.1013 8.4743
H -2.2261 -3.3427 8.7025
H 0.1603 -5.0760 8.6936
H -0.5058 -4.3736 10.0201
H 1.4054 -3.0984 9.2673
H -0.0992 -2.1732 9.1402
H 1.2971 -3.6974 6.8720
H 1.2388 -1.9516 7.0982
C 7.8590 0.8685 -0.8486
C 6.3717 1.0328 -0.8919
C 5.7935 2.2943 -1.0556
C 4.4213 2.4573 -1.1037
C 3.6092 1.3417 -0.9754
C 4.1561 0.0771 -0.7735
C 5.5300 -0.0709 -0.7442
S 1.8435 1.3122 -1.1575
O 1.2747 2.7000 -0.7054
C 1.7470 1.4385 -2.9409
C 2.0432 2.6560 -3.5807
C 1.9269 2.7471 -4.9361
C 1.5349 1.6263 -5.7060
C 1.4439 1.7031 -7.1139
C 1.1278 0.5968 -7.8509
C 0.8777 -0.6336 -7.2113
C 0.9476 -0.7405 -5.8498
C 1.2784 0.3862 -5.0592
C 1.3768 0.3155 -3.6391
C 1.2286 -0.9872 -2.9295
C 2.2802 -1.9459 -3.1128
C 3.4440 -1.6460 -3.8636
C 4.4336 -2.5772 -4.0167
C 4.3080 -3.8589 -3.4469
C 3.2045 -4.1765 -2.7074
C 2.1760 -3.2278 -2.5071
C 1.0570 -3.5158 -1.6932
C 0.1044 -2.5712 -1.4665
C 0.1827 -1.3072 -2.0949
S -1.2360 -0.3045 -1.6155
O -0.8700 1.1804 -1.9045
C -2.3869 -0.8397 -2.8554
C -3.4749 -1.5740 -2.4045
C -4.3449 -2.1237 -3.3306
C -4.1475 -1.9382 -4.6980
C -5.0775 -2.5406 -5.7047
C -3.0557 -1.1694 -5.1184
C -2.1739 -0.6230 -4.2094
H 8.3688 1.7000 -1.3309
H 8.1668 -0.0597 -1.3276
H 8.2007 0.8276 0.1883
H 6.4328 3.1625 -1.1533
H 3.9999 3.4482 -1.2240
H 3.5032 -0.7811 -0.6534
H 5.9578 -1.0552 -0.6007
H 2.4194 3.4870 -2.9994
H 2.1643 3.6719 -5.4477
H 1.6434 2.6515 -7.5970
H 1.0786 0.6595 -8.9296
H 0.6320 -1.5019 -7.8087
H 0.7531 -1.6893 -5.3662
H 3.5555 -0.6710 -4.3173
H 5.3196 -2.3292 -4.5862
H 5.0920 -4.5890 -3.5975
H 3.1021 -5.1600 -2.2658
H 0.9775 -4.4966 -1.2411
H -0.7414 -2.7786 -0.8194
H -3.6359 -1.7049 -1.3412
H -5.1935 -2.7037 -2.9915
H -5.9077 -3.0567 -5.2286
H -4.5409 -3.2532 -6.3335
H -5.4816 -1.7726 -6.3653
H -2.8994 -1.0082 -6.1783
H -1.3430 -0.0179 -4.5430
N -3.0397 5.4491 1.5336
C -2.4359 5.9433 0.2549
P -0.6292 5.5051 0.3096
O 0.1877 6.5427 0.9537
O -0.5475 4.0891 0.8731
C -0.0344 5.4712 -1.4687
N 1.4488 5.5426 -1.2907
H -3.9888 5.7984 1.6683
H -2.4721 5.7487 2.3295
H -3.0510 4.4059 1.4995
H -2.5176 7.0277 0.2005
H -2.9603 5.4906 -0.5847
H -0.3815 6.3636 -1.9858
H -0.3128 4.5906 -2.0503
H 1.6183 6.1365 -0.4549
H 1.9387 5.9394 -2.0900
H 1.7946 4.5834 -1.0831
*
```

Calculated values
Energy above the lowest of the compared OMol25 structures with the same formula, charge and spin, kJ/mol: 159.3

Löwdin atomic charge list, values in e, 8 entries: atom 1 (Y): 1.41, atom 2 (C): -0.04, atom 3 (C): -0.16, atom 4 (N): -0.01, atom 5 (C): 0.06, atom 6 (C): -0.02, atom 7 (C): -0.61, atom 8 (O): 0.05